Version w
DFT (wB97M-V/def2-TZVPD) results for a molecular structure, C20H26CoN2O2Si.

Its multiplicity is 5. The orbital gap (alpha / beta) comes out at 5.6 / 7.0 eV. As for the HOMO energy (alpha / beta): -8.433 / -10.766 eV. The calculation puts the LUMO energy (alpha / beta) at -2.87 / -3.79 eV. As for the total charge: +1.

Positions of all 52 atoms, in Å:
Co: -0.3688 0.4112 0.0271
Si: -0.3477 -1.1557 -4.8629
O: -1.8209 -2.4389 2.2876
O: -1.5339 -1.2180 0.3730
N: 0.2517 -1.7913 1.5915
N: 0.9456 -1.1880 0.4636
C: -1.2579 -2.5957 3.6395
C: 2.8371 -2.5528 -7.1425
C: 2.1673 -0.2046 -5.7830
C: 0.3168 -2.4104 -2.9963
C: 0.0105 2.0608 -1.1367
C: -2.6945 0.4326 -5.1470
C: -1.0857 -1.8440 1.3732
C: -3.2307 1.7982 -7.0789
C: -1.5046 0.0028 -5.7682
C: -3.5290 1.3402 -5.7978
C: -2.0995 1.3117 -7.7313
C: 1.1174 1.7828 -0.2701
C: -1.2811 0.3548 -7.1235
C: 1.6662 -2.4950 -6.3835
C: 3.3288 -0.2573 -6.5582
C: -0.7453 2.0866 1.0570
C: -1.1648 2.2036 -0.3171
C: 3.6419 -1.4175 -7.2756
C: 1.2980 -1.3104 -5.7137
C: 0.6577 1.8372 1.0814
H: 1.2721 1.8304 1.9790
H: -2.1232 -2.8428 4.2512
H: 3.9796 0.6183 -6.6217
H: 1.8300 -0.7996 0.7885
H: 1.1659 -1.9554 -0.1933
H: -0.4857 -0.1263 -7.7086
H: -1.1467 -2.4742 -4.8172
H: -0.8122 -1.6525 3.9927
H: -4.4205 1.6811 -5.2876
H: -2.9470 0.0161 -4.1698
H: 1.9145 0.7143 -5.2515
H: 2.1435 1.6663 -0.5684
H: -3.8863 2.5110 -7.5647
H: 4.4973 -1.4279 -7.9472
H: 3.1130 -3.4772 -7.6570
H: 1.3930 -2.4221 -2.8678
H: 1.0067 -3.3583 -6.3215
H: 0.0015 -3.2679 -3.5768
H: -0.1807 -2.5228 -2.0086
H: -0.5251 -3.4085 3.6619
H: 0.0575 2.1808 -2.2042
H: 0.0103 -1.2903 -3.2112
H: -1.8596 1.6712 -8.7287
H: -2.1648 2.4264 -0.6390
H: 0.7104 -2.4398 2.2294
H: -1.3613 2.2432 1.9247


Version x
DFT (wB97M-V/def2-TZVPD) results for a molecular structure, C20H26CoN2O2Si.

Its multiplicity is 5. The orbital gap (alpha / beta) comes out at 6.6 / 6.4 eV. As for the HOMO energy (alpha / beta): -9.426 / -11.230 eV. The calculation puts the LUMO energy (alpha / beta) at -2.85 / -4.86 eV. As for the total charge: +1.

Positions of all 52 atoms, in Å:
Co: -1.7870 0.0864 0.0177
Si: 0.3129 -0.3298 -0.1552
O: -1.4451 1.1505 1.6940
O: -1.5183 3.1906 2.6702
N: -1.7475 2.9645 0.4063
N: -1.7867 2.0106 -0.6939
C: 1.2098 -4.0222 2.5909
C: 0.5569 -2.8946 3.0919
C: 2.7078 -0.4400 -1.6822
C: 0.6833 -0.5838 -3.0115
C: -2.5642 -0.7209 -1.6647
C: -1.5655 2.4094 1.6131
C: 1.3018 -0.4527 -1.7509
C: 0.7762 -1.7992 0.9261
C: 1.4601 -0.7342 -4.1643
C: 1.6591 -4.0346 1.2661
C: 2.8552 -0.6988 -4.0903
C: -3.5858 -0.1337 -0.8665
C: -2.5334 -1.7344 0.4166
C: 0.3609 -1.7769 2.2736
C: -1.9048 -1.7155 -0.8726
C: 2.7403 2.0893 0.9745
C: 1.4644 -2.9190 0.4385
C: -1.8352 4.6177 2.4747
C: -3.5770 -0.7724 0.4096
C: 3.4789 -0.5580 -2.8463
H: -1.0484 5.1280 1.8949
H: -1.0048 2.1681 -1.3460
H: -0.4068 -0.5712 -3.0956
H: 1.7594 2.4665 1.2756
H: -2.3559 -0.4988 -2.7077
H: 3.2032 -0.3311 -0.7088
H: -2.6364 2.1905 -1.2405
H: -2.8241 4.7610 2.0056
H: 3.4389 2.9127 1.1888
H: 3.0590 1.2337 1.5783
H: 4.5691 -0.5414 -2.7811
H: -1.8548 5.0122 3.4903
H: -4.2556 -0.5647 1.2328
H: 1.8575 -2.9145 -0.5829
H: -4.3019 0.6109 -1.2012
H: 1.2565 0.8620 0.6011
H: -0.1199 -0.8789 2.6793
H: 0.2111 -2.8699 4.1275
H: 3.4547 -0.7763 -5.0013
H: 2.1876 -4.9052 0.8724
H: -1.1382 -2.4075 -1.2208
H: -1.6793 3.9694 0.2272
H: 0.9717 -0.8698 -5.1314
H: 2.8209 1.8916 -0.0995
H: 1.3828 -4.8837 3.2371
H: -2.2633 -2.3917 1.2406


Energy ordering: version x at the bottom, the next structure 17.6 kJ/mol above.